# C29H36MnN5O3Si

A molecular structure, C29H36MnN5O3Si at a distorted geometry (ωB97M-V/def2-TZVPD, the OMol25 dataset).

For the HOMO energy (spin up / spin down), the calculation gives -0.3 / -2.1 eV. As for the HOMO-LUMO gap (spin up / spin down): 0.0927 / 0.1543 hartree. Its max |F| is 18.48 eV/A.

The geometry in ORCA input format:
```
! wB97M-V def2-TZVPD RIJCOSX def2/J DEFGRID3
* xyz -1 6
Mn 0.94 1.34 1.04
Si -0.17 -1.36 2.48
O -1.20 1.59 -1.12
O 0.22 0.09 -0.20
O 0.26 0.15 2.23
N -0.34 2.02 2.27
N 2.33 1.22 2.30
N 1.98 0.68 -0.41
N -0.19 3.03 4.23
N 4.14 0.46 -0.83
C -4.00 2.35 2.88
C -1.50 -2.77 -2.99
C 3.39 1.59 1.28
C -3.91 3.00 4.11
C -0.22 -2.27 0.85
C -1.36 -0.98 -4.59
C 2.15 0.08 -1.63
C -0.72 1.36 -3.95
C -1.61 -2.32 -4.31
C -0.92 -0.52 -2.22
C 1.20 -0.35 -2.56
C 0.47 2.50 3.15
C -1.87 -1.40 3.25
C -0.99 -0.07 -3.57
C -1.54 2.90 3.98
C 3.17 0.89 0.04
C 1.06 -2.18 3.62
C -1.16 -1.89 -1.95
C -1.06 -2.44 -0.55
C -2.67 3.29 4.70
C 1.64 -0.92 -3.77
C -2.02 -3.25 -5.41
C 3.98 -0.62 -3.12
C -1.60 2.26 2.75
C -2.85 1.97 2.19
C 3.50 -0.06 -1.93
C 1.89 2.54 2.90
C 3.01 -1.04 -4.04
C -0.60 0.46 -1.10
H 3.45 2.66 1.07
H 0.22 3.47 5.03
H -1.69 -3.81 -2.76
H -2.17 -2.45 3.43
H -1.57 1.99 -3.70
H 0.79 -2.25 0.39
H 0.76 -3.23 3.79
H 0.14 -0.25 -2.34
H -1.44 -0.62 -5.61
H -3.00 -2.96 -5.80
H 0.18 1.73 -3.45
H -0.53 1.45 -5.03
H -1.85 -0.86 4.22
H -2.61 3.80 5.65
H -0.52 -3.32 1.03
H -1.62 -1.82 0.16
H -4.83 3.29 4.63
H 3.06 1.16 2.97
H -1.29 -3.23 -6.22
H -4.98 2.14 2.45
H 0.91 -1.26 -4.50
H 5.13 0.52 -0.69
H 2.44 2.73 3.83
H -1.48 -3.45 -0.49
H 0.29 2.47 -0.09
H 4.38 1.32 1.68
H 2.07 -2.15 3.15
H -2.60 -0.91 2.57
H 2.07 3.40 2.24
H 3.33 -1.48 -4.98
H -2.90 1.47 1.23
H 5.03 -0.71 -3.33
H -2.09 -4.29 -5.06
H 1.09 -1.64 4.59
H -0.01 -2.50 -0.24
H -0.95 -1.78 0.18
*
```



# C7H8

C7H8 in the gas phase (ωB97M-V/def2-TZVPD, the OMol25 dataset).

For the HOMO energy, the calculation gives -9.9 eV. As for the HOMO-LUMO gap: 0.4034 hartree. Its max |F| is 0.52 eV/A.

The geometry in ORCA input format:
```
! wB97M-V def2-TZVPD RIJCOSX def2/J DEFGRID3
* xyz 0 1
C 2.33 1.76 0.66
C 0.32 -1.07 0.23
C -0.51 0.92 -1.17
C 1.29 1.18 0.47
C 0.04 0.46 0.18
C -0.92 -1.80 0.46
C -2.00 -2.29 0.70
H -0.64 2.01 -1.18
H 0.18 0.67 -1.98
H -1.48 0.46 -1.38
H 1.03 -1.28 1.03
H 3.24 2.29 0.79
H -2.98 -2.63 0.94
H 0.79 -1.38 -0.71
H -0.69 0.69 0.96
*
```



# C3Cl2O

2 unconnected molecules or ions with the total composition C3Cl2O at a distorted geometry (ωB97M-V/def2-TZVPD, the OMol25 dataset).

For the HOMO energy, the calculation gives -9.9 eV. As for the HOMO-LUMO gap: 0.3798 hartree. Its max |F| is 1.92 eV/A.

The geometry in ORCA input format:
```
! wB97M-V def2-TZVPD RIJCOSX def2/J DEFGRID3
* xyz 0 1
Cl -2.33 -1.09 -0.13
Cl 2.08 -1.18 0.02
O -0.30 2.13 0.10
C -0.71 -1.12 -0.10
C 0.44 -0.93 0.22
C 0.82 2.20 -0.10
*
```



no.,DFT total energy (eV)
1,-83420.6203
2,-7385.0194
3,-30200.1314